{"formula": "C32H58FeGeN9PS3", "method": "the ωB97M-V functional and the def2-TZVPD basis", "symbols": ["Fe", "C", "C", "S", "C", "C", "S", "C", "C", "S", "H", "H", "H", "H", "H", "H", "H", "H", "H", "H", "H", "H", "N", "C", "C", "C", "C", "C", "N", "H", "H", "H", "H", "H", "H", "C", "Ge", "C", "C", "C", "H", "H", "H", "H", "H", "H", "H", "H", "H", "H", "N", "C", "N", "C", "N", "N", "P", "N", "C", "C", "C", "C", "C", "N", "C", "C", "C", "C", "C", "N", "C", "C", "C", "C", "C", "H", "H", "H", "H", "H", "H", "H", "H", "H", "H", "H", "H", "H", "H", "H", "H", "H", "H", "H", "H", "H", "H", "H", "H", "H", "H", "H", "H", "H", "H"], "positions_angstrom": [[-0.548, -0.830, 0.764], [-0.323, -6.317, -2.318], [-1.416, -6.182, -1.323], [-1.695, -4.089, -0.216], [0.026, -4.214, 0.358], [1.024, -3.551, -0.596], [0.166, -2.659, -1.941], [1.265, -3.038, -3.357], [1.169, -4.460, -3.908], [-0.491, -5.224, -3.802], [-0.245, -7.324, -2.767], [0.639, -6.077, -1.868], [-1.262, -6.811, -0.451], [-2.411, -6.282, -1.733], [0.239, -5.278, 0.460], [0.052, -3.728, 1.337], [1.673, -4.293, -1.065], [1.633, -2.809, -0.071], [2.297, -2.803, -3.086], [0.926, -2.332, -4.108], [1.867, -5.129, -3.403], [1.412, -4.445, -4.974], [-3.282, 0.863, 0.477], [-2.903, 1.196, 1.750], [-3.649, 2.077, 2.529], [-3.242, 2.338, 3.839], [-2.101, 1.695, 4.307], [-1.428, 0.833, 3.474], [-1.798, 0.573, 2.207], [-3.817, 1.548, -0.032], [-2.531, 0.404, -0.038], [-4.539, 2.538, 2.118], [-3.798, 3.014, 4.474], [-1.742, 1.866, 5.310], [-0.542, 0.313, 3.806], [-3.653, -1.596, 3.590], [-3.091, -2.950, 2.214], [-4.867, -3.699, 1.601], [-2.244, -4.344, 3.390], [-2.050, -2.445, 0.607], [-4.362, -2.057, 4.274], [-4.124, -0.726, 3.147], [-2.796, -1.260, 4.162], [-5.450, -4.114, 2.420], [-4.706, -4.467, 0.851], [-5.443, -2.896, 1.145], [-2.935, -4.642, 4.177], [-1.357, -3.934, 3.863], [-1.954, -5.232, 2.837], [-2.786, -2.018, -0.097], [4.124, -0.719, 5.438], [3.486, -1.147, 4.568], [2.885, -1.733, 3.608], [1.867, -1.480, 2.911], [0.959, -1.387, 2.181], [0.093, 0.727, -0.523], [0.921, 1.948, -0.864], [1.088, 2.514, -2.506], [-0.214, 2.644, -3.118], [-0.766, 1.307, -3.614], [0.216, 0.668, -4.585], [1.537, 0.481, -3.852], [2.031, 1.841, -3.361], [2.594, 1.885, -0.472], [2.893, 0.846, 0.512], [4.248, 1.067, 1.173], [5.287, 1.365, 0.096], [4.915, 2.637, -0.686], [3.453, 3.038, -0.433], [0.384, 3.454, -0.196], [0.688, 4.795, -0.629], [-0.582, 5.646, -0.691], [-1.201, 5.796, 0.708], [-0.837, 4.594, 1.588], [-0.729, 3.346, 0.725], [-0.152, 3.372, -3.950], [-0.886, 3.039, -2.353], [-1.741, 1.455, -4.086], [-0.875, 0.653, -2.743], [0.360, 1.325, -5.452], [-0.179, -0.284, -4.947], [2.283, 0.014, -4.501], [1.368, -0.146, -2.975], [2.223, 2.497, -4.228], [2.955, 1.712, -2.798], [2.896, -0.120, -0.009], [2.100, 0.790, 1.269], [4.523, 0.171, 1.731], [4.200, 1.894, 1.884], [5.316, 0.514, -0.588], [6.282, 1.468, 0.539], [5.064, 2.467, -1.756], [5.561, 3.470, -0.391], [3.122, 3.723, -1.216], [3.385, 3.571, 0.531], [1.159, 4.746, -1.615], [1.396, 5.284, 0.064], [-1.285, 5.150, -1.364], [-0.356, 6.630, -1.112], [-2.288, 5.872, 0.617], [-0.852, 6.722, 1.176], [-1.587, 4.444, 2.366], [0.122, 4.766, 2.078], [-1.686, 3.219, 0.190], [-0.574, 2.449, 1.328]], "atomic_forces_ev_per_a": [[-0.2, 0.0, -0.5], [-0.1, -0.7, -0.3], [0.4, 0.4, 0.1], [-0.6, -0.6, 0.3], [-0.7, -0.2, 0.0], [0.0, 0.4, -0.3], [0.7, 0.0, -0.6], [-0.3, 0.2, 0.7], [-0.5, -0.3, 0.0], [0.2, 0.1, -0.2], [0.4, 0.1, -0.1], [0.2, 0.0, 0.0], [0.0, -0.3, 0.2], [-0.4, -0.1, -0.2], [0.1, 0.1, 0.1], [0.1, -0.1, -0.1], [0.0, 0.1, 0.1], [0.1, -0.3, 0.0], [0.1, 0.1, -0.2], [0.1, 0.1, -0.2], [0.0, 0.0, -0.1], [0.2, 0.0, 0.1], [0.3, 0.0, 0.1], [0.4, -0.7, -0.4], [0.0, 0.5, 1.1], [0.0, -0.5, -1.0], [-0.1, 0.3, 0.3], [-0.1, -0.2, -0.8], [0.0, 0.4, 0.6], [0.1, -0.1, 0.0], [-0.3, 0.2, -0.2], [0.0, 0.0, 0.0], [-0.1, 0.0, 0.0], [0.1, 0.0, 0.1], [0.1, -0.1, 0.0], [0.1, -0.3, -0.3], [-0.2, -0.3, -0.2], [0.6, 0.3, 0.2], [-0.1, 0.4, -0.4], [0.5, 1.6, 0.9], [-0.1, -0.1, 0.1], [-0.1, 0.2, -0.1], [0.1, 0.0, 0.2], [-0.1, -0.1, 0.2], [0.1, -0.1, -0.1], [-0.1, 0.1, -0.1], [-0.2, 0.0, 0.1], [0.2, 0.1, 0.1], [0.0, -0.1, -0.2], [-0.1, 0.0, 0.2], [0.2, 0.3, 0.3], [0.4, 0.6, 0.9], [0.4, -1.2, -0.7], [-0.9, 0.2, -0.7], [-0.2, 0.4, 0.0], [-0.2, -0.3, 0.8], [1.0, 1.2, -0.3], [-0.1, -0.4, 1.2], [-0.6, 0.1, -0.2], [-0.1, 0.1, -0.2], [-0.1, -0.1, 0.2], [0.0, 0.2, -0.2], [0.4, -0.3, -0.3], [-0.7, -0.5, -0.1], [0.0, -0.4, 0.3], [0.1, 0.0, -0.2], [0.0, 0.0, 0.1], [-0.1, 0.0, 0.0], [0.0, 0.2, -0.2], [-0.1, -0.9, 0.0], [0.1, 0.3, -0.3], [0.1, 0.0, 0.0], [0.0, 0.0, 0.0], [-0.1, 0.0, -0.1], [-0.1, -0.1, 0.4], [-0.1, -0.1, 0.1], [-0.1, 0.2, -0.1], [-0.1, 0.0, 0.0], [-0.1, 0.0, -0.1], [0.0, 0.0, -0.1], [0.0, 0.0, 0.0], [0.1, 0.0, 0.1], [0.1, -0.2, 0.0], [0.1, 0.0, 0.0], [0.1, 0.1, -0.1], [0.0, 0.0, 0.2], [0.2, 0.0, -0.1], [-0.1, 0.0, 0.1], [0.0, 0.0, 0.1], [0.1, -0.1, 0.0], [0.0, -0.1, -0.1], [0.0, 0.1, 0.0], [0.0, 0.0, 0.0], [0.1, 0.1, 0.1], [-0.1, 0.1, -0.1], [0.0, 0.0, 0.1], [0.0, 0.0, -0.1], [0.0, 0.0, 0.0], [0.0, -0.1, -0.1], [0.0, 0.0, 0.0], [0.0, 0.0, 0.0], [0.0, 0.0, 0.0], [0.1, 0.0, 0.1], [0.0, -0.1, 0.0], [-0.2, 0.2, -0.1]], "multiplicity": 5, "e_homo_ev": [0.75, 0.75], "total_charge": -2, "e_tot_ev": -180232.65178}

---

{"formula": "C32H60BBr3Cl4CsF5NNaO16P2S", "method": "the ωB97M-V functional and the def2-TZVPD basis", "symbols": ["O", "B", "O", "O", "C", "C", "C", "C", "O", "O", "P", "S", "C", "C", "C", "Cl", "O", "C", "C", "C", "C", "C", "F", "F", "C", "F", "F", "F", "H", "H", "H", "H", "H", "H", "H", "H", "H", "H", "H", "H", "H", "H", "H", "H", "H", "H", "H", "H", "H", "H", "H", "C", "C", "C", "C", "C", "C", "N", "O", "O", "H", "H", "H", "H", "H", "Cs", "O", "H", "H", "H", "C", "O", "O", "O", "H", "Cl", "Cl", "C", "C", "Cl", "H", "H", "H", "H", "C", "O", "P", "O", "O", "C", "O", "C", "H", "H", "H", "H", "H", "H", "H", "H", "H", "C", "Br", "Br", "Br", "H", "C", "C", "C", "C", "C", "C", "H", "H", "H", "H", "H", "H", "H", "H", "H", "H", "H", "H", "H", "H", "Na"], "positions_angstrom": [[-4.659, 2.908, 0.922], [-3.721, 2.709, -0.066], [-2.397, 2.879, 0.269], [-4.021, 2.314, -1.370], [-4.511, 3.365, -2.270], [-3.541, 4.501, -2.576], [-4.317, 5.721, -3.102], [-5.017, 6.504, -2.061], [-3.798, 6.962, -2.717], [-5.742, 3.724, -1.789], [-7.110, 3.292, -2.825], [-8.737, 2.947, -4.312], [-7.786, 2.171, -1.454], [-8.825, 1.118, -1.833], [-9.071, 0.209, -0.615], [-7.734, -0.930, -0.312], [-6.126, 2.028, -3.550], [-4.839, 2.567, -3.576], [-3.670, 1.692, -4.112], [-3.545, 0.251, -3.418], [-2.129, 0.198, -2.777], [-1.818, -1.141, -2.161], [-0.474, -1.267, -2.018], [-2.202, -2.161, -2.987], [-2.487, -1.401, -0.785], [-1.784, -2.260, -0.062], [-3.697, -1.913, -0.994], [-2.634, -0.292, -0.079], [-4.933, 2.043, 1.249], [-1.879, 3.029, -0.527], [-2.868, 4.280, -3.405], [-3.036, 4.913, -1.702], [-4.806, 5.624, -4.065], [-5.804, 7.182, -2.345], [-4.860, 6.119, -1.065], [-7.850, 4.372, -2.210], [-6.634, 4.313, -3.715], [-8.083, 2.677, -5.448], [-6.928, 1.639, -1.037], [-8.192, 2.807, -0.668], [-8.454, 0.489, -2.640], [-9.801, 1.547, -2.049], [-9.212, 0.831, 0.267], [-10.018, -0.307, -0.759], [-4.894, 3.348, -4.355], [-2.754, 2.236, -3.913], [-3.831, 1.565, -5.210], [-4.267, 0.212, -2.581], [-3.648, -0.613, -4.134], [-1.346, 0.414, -3.504], [-2.064, 0.966, -2.008], [0.247, -5.653, -4.432], [1.097, -6.325, -5.300], [2.020, -5.620, -6.054], [2.082, -4.241, -5.928], [1.229, -3.554, -5.069], [0.310, -4.271, -4.319], [3.073, -3.494, -6.709], [3.787, -4.120, -7.463], [3.108, -2.282, -6.556], [-0.468, -6.209, -3.840], [1.044, -7.401, -5.386], [2.683, -6.144, -6.727], [1.276, -2.478, -4.972], [-0.354, -3.750, -3.645], [-4.795, -0.641, -5.426], [-2.596, -2.574, -9.956], [-1.903, -2.066, -10.471], [-2.251, -2.721, -8.960], [-2.794, -3.450, -10.386], [5.337, 0.704, -5.365], [6.095, 0.947, -6.259], [4.173, 0.063, -5.659], [5.566, 1.001, -4.071], [4.328, -0.002, -6.616], [4.068, 1.171, -3.206], [-0.719, -0.950, 4.338], [-0.005, -0.753, 2.717], [1.480, -0.998, 2.719], [2.370, 0.275, 3.594], [-0.245, 0.247, 2.364], [-0.495, -1.474, 2.065], [1.854, -1.002, 1.696], [1.725, -1.954, 3.175], [6.651, -3.123, 7.144], [5.820, -3.512, 6.031], [4.375, -4.217, 6.355], [3.961, -4.724, 5.031], [3.655, -2.852, 6.813], [3.305, -1.910, 5.799], [3.535, -5.058, 7.445], [3.569, -6.493, 7.331], [7.537, -2.640, 6.741], [6.123, -2.418, 7.789], [6.956, -3.996, 7.722], [3.304, -2.366, 4.810], [4.013, -1.080, 5.810], [2.310, -1.528, 6.018], [4.555, -6.854, 7.045], [2.834, -6.809, 6.595], [3.308, -6.907, 8.302], [8.965, -1.521, -5.142], [8.902, -0.903, -3.323], [10.421, -2.745, -5.431], [7.285, -2.276, -5.690], [9.142, -0.658, -5.767], [5.472, 2.478, 10.161], [4.590, 3.375, 9.297], [3.471, 2.619, 8.583], [3.941, 1.554, 7.591], [4.855, 2.065, 6.479], [4.187, 3.094, 5.570], [5.990, 1.725, 9.566], [6.232, 3.069, 10.674], [4.878, 1.966, 10.921], [5.210, 3.910, 8.572], [4.138, 4.139, 9.934], [2.832, 3.341, 8.067], [2.834, 2.138, 9.331], [3.059, 1.089, 7.139], [4.456, 0.754, 8.132], [5.165, 1.211, 5.869], [5.772, 2.487, 6.900], [3.292, 2.674, 5.107], [4.868, 3.396, 4.772], [3.901, 3.995, 6.114], [0.559, -3.151, -7.645]], "atomic_forces_ev_per_a": [[0.4, -0.6, 0.0], [0.1, 0.0, 0.0], [0.0, 0.4, -0.1], [1.1, 0.9, 0.1], [-2.1, -2.5, -0.6], [-0.8, 1.3, -0.4], [-1.1, -0.5, 1.1], [1.2, 0.1, -1.2], [0.5, 0.1, 0.1], [0.8, 0.5, 0.0], [-1.2, 1.7, 1.1], [-0.9, -0.1, -0.1], [0.3, -0.8, -0.8], [0.6, -0.4, 1.4], [-0.8, 0.8, -0.5], [-0.1, -0.1, 0.0], [1.4, -0.7, 0.4], [0.9, 1.2, -1.6], [-1.4, -1.5, 0.6], [2.6, 1.3, 1.9], [-0.6, -0.1, -0.1], [0.3, 0.4, -0.1], [0.1, 0.0, 0.2], [0.0, -0.1, -0.1], [-0.3, -0.2, -0.3], [0.3, -0.4, 0.1], [-0.4, -0.1, 0.0], [0.2, 0.5, 0.2], [-0.5, 0.2, 0.1], [0.2, -0.2, 0.0], [0.5, -0.5, 0.5], [0.4, -0.4, 0.1], [0.3, 0.2, -0.2], [-0.6, -0.4, 0.4], [-0.4, 0.4, 0.3], [-0.2, -0.1, -0.3], [0.3, -0.7, -0.5], [0.3, 0.1, 0.2], [0.1, 0.1, 0.0], [0.1, 0.2, -0.1], [-0.3, 0.1, -0.3], [0.1, 0.1, -0.4], [0.3, -0.1, 0.2], [0.3, -0.6, 0.1], [0.3, 0.2, 0.1], [0.1, 0.0, -0.3], [0.7, 0.7, 0.8], [-0.1, -0.3, -0.7], [3.8, 2.0, 5.7], [0.0, -0.2, -0.2], [0.0, 0.0, 0.1], [0.0, 0.0, 0.0], [-0.1, 0.1, 0.0], [0.1, -0.2, -0.2], [0.0, -0.2, 0.5], [0.0, 0.2, 0.1], [0.0, -0.1, 0.0], [0.4, -0.2, 0.3], [0.0, 0.0, -0.1], [-0.3, 0.0, -0.2], [0.0, 0.0, 0.0], [0.0, 0.0, 0.0], [0.1, 0.1, 0.0], [0.2, 0.0, 0.0], [0.0, 0.0, 0.0], [-6.3, -1.9, -7.1], [-0.6, 0.3, -0.3], [0.2, -0.2, 0.1], [0.6, -0.1, 0.5], [0.2, 0.0, 0.0], [-0.8, -0.6, -1.3], [0.9, 0.4, 0.8], [0.9, 0.7, 0.5], [-1.2, 0.1, 0.2], [-0.7, -0.5, -0.1], [1.0, -0.1, -0.1], [0.0, 0.0, 0.0], [-0.1, 0.0, -0.1], [0.1, -0.1, -0.1], [0.0, 0.1, 0.0], [0.0, 0.0, 0.1], [0.0, -0.1, 0.0], [0.0, 0.1, 0.0], [0.0, 0.0, 0.1], [0.0, 0.2, 0.0], [0.5, -2.0, 2.0], [-3.5, 2.8, -3.2], [0.6, -0.5, 0.2], [-0.2, -0.3, 0.3], [0.2, 0.3, 0.0], [2.5, -0.3, 0.8], [-0.1, -0.2, 0.1], [0.0, 0.0, -0.1], [0.0, 0.0, 0.0], [0.1, 0.0, 0.0], [0.1, -0.1, 0.0], [0.0, 0.0, 0.0], [0.0, 0.0, 0.1], [0.0, -0.1, 0.0], [0.1, 0.1, -0.1], [0.0, 0.1, 0.0], [0.0, 0.1, 0.0], [0.0, 0.0, 0.0], [0.0, 0.0, 0.0], [0.0, -0.1, 0.0], [0.0, 0.0, 0.0], [0.1, 0.1, -0.1], [0.0, -0.1, 0.1], [0.0, 0.1, -0.1], [0.0, -0.1, 0.0], [-0.1, 0.0, -0.1], [0.2, 0.0, 0.0], [0.0, 0.0, 0.0], [0.0, 0.0, 0.0], [0.0, 0.0, 0.0], [0.0, 0.0, 0.0], [0.0, 0.0, 0.0], [0.0, 0.0, 0.0], [0.0, 0.0, 0.0], [0.0, 0.0, 0.0], [0.0, 0.0, 0.0], [0.0, 0.0, 0.0], [0.0, 0.0, 0.0], [0.0, 0.0, 0.0], [0.0, 0.0, 0.0], [0.0, 0.0, 0.0], [-0.9, 0.3, -0.6]], "e_homo_ev": -5.47, "e_tot_ev": -377256.64385}